Density functional theory data (the ωB97M-V functional and the def2-TZVPD basis) for one molecule with the formula C5H13N at a distorted geometry.

```
! RIJCOSX wB97M-V def2-TZVPD def2/J DEFGRID3
* xyz 0 1
N -0.652 1.913 1.076
C 1.046 -0.290 0.193
C -1.103 0.560 1.086
C -0.937 0.069 -1.403
C 1.686 -1.403 -0.605
C -0.477 -0.284 -0.011
H -1.135 2.381 1.850
H -0.657 1.125 -1.528
H 0.378 1.968 1.204
H 1.304 -0.345 1.253
H -2.144 0.589 0.931
H 2.747 -1.615 -0.361
H 1.156 -2.318 -0.314
H 1.429 0.682 -0.183
H -0.513 -0.438 -2.231
H 1.508 -1.255 -1.646
H -0.840 0.004 2.012
H -2.036 0.012 -1.536
H -0.758 -1.354 0.213
*
```

* LUMO: 1.12 eV
* gap between HOMO and LUMO: 0.379 hartree
* E_HOMO: -0.3375 Ha
* SMILES: CC[C@H](C)CN
* energy relative to the best compared isomer or geometry (same formula, charge and spin): 47.6 kJ/mol

Computed Löwdin charges, given in elementary charges:
1 N 0.00
2 C -0.26
3 C -0.31
4 C -0.07
5 C -0.11
6 C -0.42
7 H 0.08
8 H 0.08
9 H 0.08
10 H 0.11
11 H 0.10
12 H 0.08
13 H 0.07
14 H 0.11
15 H 0.05
16 H 0.05
17 H 0.12
18 H 0.09
19 H 0.14

***

Density functional theory data (the ωB97M-V functional and the def2-TZVPD basis) for C21H39CrN5O5 as an isolated structure.

```
! RIJCOSX wB97M-V def2-TZVPD def2/J DEFGRID3
* xyz 0 5
Cr 2.157 -0.058 -1.468
O 2.523 -0.573 0.426
O 3.701 -0.307 2.296
O 1.782 -0.102 -3.423
O 4.813 3.003 -2.644
O 3.033 -1.795 -4.235
N 3.370 1.484 -1.535
N 0.074 -0.988 1.347
N 0.430 -1.715 -1.673
N -0.855 1.019 -0.693
N 1.016 1.707 1.316
C 0.337 1.755 2.618
C -2.060 -0.866 -1.673
C 4.094 2.229 -2.119
C 1.427 -2.336 -2.594
C 0.546 0.436 3.367
C 2.973 0.146 1.439
C 0.365 -2.636 -0.515
C 2.153 -1.338 -3.537
C -1.544 -1.046 3.207
C -0.419 -2.250 0.733
C -3.306 0.938 -0.590
C -2.074 0.661 -1.455
C -1.128 2.163 2.555
C -0.067 -0.888 2.857
C 2.471 1.589 1.495
C -0.926 -1.640 -2.380
C 0.755 -2.004 3.503
C -0.674 2.447 -0.416
C -2.209 1.459 -2.757
C -0.890 -1.250 -3.859
C 0.634 2.719 0.334
H 0.775 -1.831 4.579
H -4.201 0.545 -1.073
H 1.618 0.276 3.490
H 0.157 0.564 4.382
H 1.088 -0.877 1.074
H 1.003 -3.114 -3.237
H -3.466 2.003 -0.431
H -1.272 -2.688 -2.363
H -1.565 2.069 3.549
H 2.194 -2.832 -1.996
H -0.473 -0.269 -4.034
H -0.023 -3.611 -0.845
H -0.250 -3.057 1.442
H 0.585 3.735 0.760
H -1.241 3.200 2.246
H -1.708 1.546 1.872
H 0.326 -2.993 3.349
H -0.362 -0.167 0.864
H -2.992 1.041 -3.391
H 2.982 2.112 0.688
H -2.283 -1.318 -0.711
H -3.207 0.452 0.384
H -1.489 -2.174 0.592
H -1.537 2.797 0.143
H -2.942 -1.094 -2.281
H 1.394 -2.794 -0.190
H 1.437 2.742 -0.403
H -0.636 3.043 -1.334
H 0.839 2.512 3.248
H 1.786 -1.986 3.146
H 2.796 2.020 2.448
H -2.182 -0.350 2.666
H -1.890 -2.059 3.002
H -2.479 2.493 -2.544
H -0.074 0.717 -1.277
H -0.328 -1.953 -4.466
H -1.919 -1.272 -4.221
H -1.681 -0.865 4.273
H -1.282 1.473 -3.326
*
```

* LUMO (spin up / spin down): 0.01 / 0.01 eV
* gap between HOMO and LUMO (spin up / spin down): 0.305 / 0.329 hartree
* E_HOMO (spin up / spin down): -0.3046 / -0.3286 Ha

Computed Löwdin charges, given in elementary charges:
1 Cr 0.82
2 O -0.20
3 O 0.08
4 O -0.14
5 O 0.08
6 O 0.08
7 N 0.00
8 N 0.10
9 N -0.14
10 N 0.00
11 N -0.12
12 C -0.33
13 C -0.10
14 C -0.49
15 C -0.12
16 C -0.08
17 C -0.59
18 C -0.16
19 C -0.68
20 C -0.02
21 C -0.11
22 C -0.04
23 C -0.54
24 C -0.04
25 C -0.47
26 C -0.09
27 C -0.28
28 C -0.01
29 C -0.19
30 C -0.03
31 C -0.03
32 C -0.15
33 H 0.10
34 H 0.09
35 H 0.11
36 H 0.13
37 H 0.09
38 H 0.14
39 H 0.08
40 H 0.14
41 H 0.09
42 H 0.13
43 H 0.06
44 H 0.14
45 H 0.12
46 H 0.13
47 H 0.08
48 H 0.05
49 H 0.08
50 H 0.13
51 H 0.09
52 H 0.10
53 H 0.08
54 H 0.07
55 H 0.11
56 H 0.09
57 H 0.13
58 H 0.12
59 H 0.10
60 H 0.12
61 H 0.15
62 H 0.10
63 H 0.13
64 H 0.07
65 H 0.09
66 H 0.08
67 H 0.08
68 H 0.09
69 H 0.09
70 H 0.10
71 H 0.08

***

| no. | total energy (eV) |
| --- | --- |
| 1 | -6885.704 |
| 2 | -68521.639 |